Version w
A cluster of 4 separate species, C2H13NO4 in total, computed with the ωB97M-V functional and the def2-TZVPD basis.

CARTESIAN COORDINATES (ANGSTROEM)
C 1.80 1.36 -3.42
O 3.00 0.68 -3.67
C 1.47 1.11 -1.88
N 1.30 -0.27 -1.58
H 0.96 0.99 -4.00
H 1.93 2.44 -3.46
H 2.81 0.27 -4.53
H 0.59 1.63 -1.49
H 2.36 1.48 -1.39
H 0.94 -0.80 -2.40
H 2.12 -0.90 -1.49
H -3.46 -2.60 4.62
H -3.02 -3.99 5.08
O -2.92 -3.05 5.29
H -1.32 6.54 1.27
H -2.40 6.40 2.41
O -2.23 6.72 1.51
H -2.02 -6.04 2.70
H -0.51 -6.07 3.01
O -1.38 -5.91 3.39

Calculated values
Kohn-Sham gap (alpha / beta): 9.108 / 3.402 eV
multiplicity: 2
total charge: +1
highest occupied orbital energy (alpha / beta): -12.8 / -12.8 eV

List of Mulliken charges in e, atom by atom:
1. C -0.37
2. O -0.45
3. C -0.45
4. N -0.18
5. H 0.42
6. H 0.28
7. H 0.36
8. H 0.33
9. H 0.35
10. H 0.32
11. H 0.38
12. H 0.31
13. H 0.32
14. O -0.64
15. H 0.31
16. H 0.33
17. O -0.64
18. H 0.32
19. H 0.31
20. O -0.62


Version x
A cluster of 5 separate species, C2H13NO4 in total, computed with the ωB97M-V functional and the def2-TZVPD basis.

CARTESIAN COORDINATES (ANGSTROEM)
C -0.27 -1.96 0.02
C 1.11 -1.59 2.00
N 0.83 -1.35 0.79
H -0.95 -2.62 0.62
H 0.22 -2.60 -0.70
H -0.86 -1.15 -0.45
H 1.84 -0.91 2.42
H 0.59 -2.36 2.55
H -0.38 3.21 0.24
H 1.13 2.99 -0.32
O 0.45 3.60 -0.04
H 1.83 0.30 -0.91
H 3.04 -0.55 -0.81
O 2.77 0.31 -1.16
H -1.42 1.20 -2.14
H -1.97 -0.20 -1.73
O -1.55 0.29 -2.43
H -1.51 1.44 1.09
H -2.93 1.09 0.45
O -2.00 0.85 0.51

Calculated values
Kohn-Sham gap (alpha / beta): 8.748 / 4.966 eV
multiplicity: 2
total charge: +1
highest occupied orbital energy (alpha / beta): -14.5 / -14.5 eV

List of Mulliken charges in e, atom by atom:
1. C -0.46
2. C -0.23
3. N 0.19
4. H 0.41
5. H 0.38
6. H -0.05
7. H 0.33
8. H 0.33
9. H 0.28
10. H 0.32
11. O -0.60
12. H 0.30
13. H 0.31
14. O -0.57
15. H 0.33
16. H 0.30
17. O -0.60
18. H 0.28
19. H 0.31
20. O -0.55


version w (53.6 kJ/mol below the next structure)